(1)
Formula: C54H48N7O6P2S2Sr
Source: the Open Molecules 2025 dataset
Level of theory: ωB97M-V/def2-TZVPD

Charge   -1
Multiplicity   1
ΔE to the lowest compared entry with this formula, charge and spin   0.000 eV
Gap between HOMO and LUMO   7.602 eV
Highest occupied orbital energy   -5.51 eV
F_max   4.2 eV/Å
DFT total energy   -4431.1900 a.u.

Cartesian coordinates (Å):
Sr -0.04 -1.49 1.18
O -1.06 -0.74 -0.90
S 0.32 -0.39 -1.41
C 0.59 -1.15 -3.00
C -0.54 -1.65 -3.62
C -0.42 -2.31 -4.83
C 0.84 -2.49 -5.39
C 1.96 -1.99 -4.74
C 1.87 -1.29 -3.54
P 3.32 -0.61 -2.61
C 3.51 1.02 -3.44
C 4.55 1.83 -2.96
C 4.75 3.11 -3.46
C 3.89 3.62 -4.43
C 2.85 2.84 -4.90
C 2.67 1.55 -4.42
C 4.77 -1.48 -3.35
C 5.25 -1.23 -4.64
C 6.35 -1.92 -5.12
C 7.00 -2.86 -4.32
C 6.54 -3.08 -3.03
C 5.43 -2.40 -2.54
C -0.05 1.30 -1.95
C -0.22 1.68 -3.28
C -0.58 2.99 -3.58
C -0.78 3.91 -2.56
C -0.63 3.52 -1.24
C -0.27 2.22 -0.90
P -0.16 1.63 0.88
C -1.53 2.64 1.55
C -2.80 2.08 1.50
C -3.89 2.75 2.03
C -3.72 4.00 2.62
C -2.46 4.57 2.67
C -1.37 3.90 2.13
C 1.32 2.52 1.50
C 1.56 2.42 2.87
C 2.70 2.96 3.44
C 3.64 3.60 2.63
C 3.42 3.70 1.27
C 2.27 3.15 0.70
H -1.50 -1.54 -3.12
H -1.30 -2.70 -5.33
H 0.95 -3.01 -6.33
H 2.94 -2.16 -5.18
H 5.20 1.45 -2.18
H 5.58 3.71 -3.09
H 4.03 4.63 -4.81
H 2.17 3.23 -5.65
H 1.87 0.94 -4.81
H 4.77 -0.49 -5.27
H 6.71 -1.73 -6.13
H 7.86 -3.40 -4.70
H 7.05 -3.80 -2.39
H 5.06 -2.59 -1.54
H -0.09 0.97 -4.08
H -0.70 3.28 -4.62
H -1.08 4.92 -2.80
H -0.82 4.24 -0.45
H -2.93 1.08 1.09
H -4.87 2.27 2.02
H -4.57 4.52 3.05
H -2.32 5.54 3.13
H -0.38 4.34 2.19
H 0.84 1.90 3.50
H 2.86 2.88 4.51
H 4.54 4.02 3.07
H 4.15 4.19 0.63
H 2.12 3.23 -0.38
N 2.21 -0.50 1.07
C 2.90 -1.47 1.98
C 1.68 -2.20 2.59
O 0.94 -1.44 3.30
N 1.16 -3.32 2.11
C 1.87 -4.07 1.04
C 1.83 -3.27 -0.29
O 2.85 -3.17 -0.97
O 0.66 -2.72 -0.55
H 1.83 -1.08 0.32
H 2.86 0.14 0.62
H 3.44 -0.94 2.76
H 3.59 -2.13 1.45
H 1.33 -5.00 0.86
H 2.91 -4.31 1.25
C -3.83 0.62 -1.84
C -4.98 -0.37 -1.63
C -5.03 -0.95 -0.22
N -3.95 -1.94 -0.08
C -3.54 -2.73 0.94
S -2.30 -3.83 0.69
N -4.24 -2.72 2.15
C -4.67 -1.63 2.90
O -4.94 -0.55 2.45
C -4.80 -1.90 4.38
C -4.74 -0.80 5.22
C -4.80 -0.96 6.59
C -4.93 -2.24 7.13
C -5.00 -3.34 6.29
C -4.93 -3.17 4.92
H -3.76 0.93 -2.88
H -2.87 0.21 -1.54
H -4.00 1.52 -1.23
H -4.89 -1.20 -2.35
H -5.94 0.12 -1.82
H -5.98 -1.45 -0.04
H -4.93 -0.16 0.51
H -3.24 -1.93 -0.80
H -3.84 -3.46 2.72
H -4.62 0.19 4.78
H -4.73 -0.10 7.24
H -4.97 -2.38 8.21
H -5.09 -4.34 6.71
H -4.99 -4.05 4.28
O -1.91 -1.03 2.29
N -1.76 -0.13 3.19
C -1.51 -0.48 4.41
C -1.41 -1.85 4.90
N -1.43 -2.90 5.36
C -1.32 0.60 5.35
N -1.18 1.46 6.11



(2)
Formula: C5H11NO2S
Source: the Open Molecules 2025 dataset
Level of theory: ωB97M-V/def2-TZVPD

Charge   0
Multiplicity   1
ΔE to the lowest compared entry with this formula, charge and spin   4.518 eV
Gap between HOMO and LUMO   9.795 eV
Highest occupied orbital energy   -9.15 eV
F_max   4.7 eV/Å
DFT total energy   -800.3916 a.u.

Cartesian coordinates (Å):
C 0.74 -0.56 0.89
C 0.45 -1.26 -0.14
C -0.26 0.41 1.57
C 2.08 -0.66 1.52
C 0.04 -2.11 -1.07
N -1.07 1.30 -3.06
O -2.53 1.20 -0.80
O -0.41 2.71 -1.22
S -0.88 1.35 -1.39
H -1.26 0.43 1.18
H -0.49 0.07 2.49
H 0.23 1.39 1.41
H 2.56 0.16 1.18
H 1.96 -0.82 2.65
H 2.69 -1.51 1.27
H -2.63 1.52 0.05
H -0.48 -3.00 -1.03
H 0.27 -1.93 -2.04
H -0.67 2.15 -3.44
H -0.96 0.37 -3.43



(3)
Formula: C39H58FFeN5O8
Source: the Open Molecules 2025 dataset
Level of theory: ωB97M-V/def2-TZVPD

Charge   0
Multiplicity   5
Gap between HOMO and LUMO (spin up / spin down)   7.815 / 7.413 eV
Highest occupied orbital energy (spin up / spin down)   -7.94 / -7.55 eV
F_max   2.3 eV/Å
DFT total energy   -3760.0282 a.u.

Cartesian coordinates (Å):
Fe -0.43 1.58 1.86
O -1.64 0.11 0.85
C -0.80 -0.34 -0.19
C 0.73 -0.05 -0.20
O 1.16 1.05 0.55
H -1.16 0.08 -1.15
H -1.05 -1.39 -0.43
H 1.09 -0.06 -1.24
H 1.21 -0.94 0.24
N -0.65 -2.65 -4.23
C -0.33 -2.24 -2.97
C -0.27 -3.09 -1.88
C -0.50 -4.44 -2.03
C -0.86 -4.88 -3.28
C -0.91 -3.94 -4.33
H -0.06 -1.22 -2.75
H 0.03 -2.68 -0.92
H -0.34 -5.17 -1.25
H -1.01 -5.92 -3.53
H -1.30 -4.29 -5.28
N 1.07 1.51 -6.05
C 0.83 1.07 -4.81
C -0.06 1.63 -3.94
C -0.84 2.71 -4.36
C -0.69 3.14 -5.67
C 0.29 2.53 -6.46
H 1.43 0.25 -4.43
H -0.27 1.20 -2.96
H -1.61 3.09 -3.69
H -1.31 3.94 -6.05
H 0.39 2.80 -7.50
N 3.14 -2.81 -3.70
C 3.01 -2.95 -2.37
C 3.15 -1.89 -1.47
C 3.34 -0.62 -1.96
C 3.55 -0.46 -3.34
C 3.46 -1.58 -4.14
H 2.80 -3.92 -1.94
H 2.96 -2.12 -0.43
H 3.46 0.20 -1.26
H 3.85 0.46 -3.81
H 3.68 -1.54 -5.20
N -2.22 2.15 3.06
C -2.24 2.28 4.38
C -3.39 2.45 5.16
C -4.60 2.52 4.47
C -4.60 2.38 3.08
C -3.41 2.14 2.41
H -1.28 2.24 4.88
H -3.33 2.57 6.23
H -5.50 2.76 5.02
H -5.55 2.40 2.56
H -3.39 1.83 1.38
N 0.05 0.21 3.48
C -0.77 -0.89 3.67
C -0.41 -2.04 4.32
C 0.90 -2.11 4.81
C 1.71 -1.00 4.78
C 1.25 0.13 4.08
H -1.80 -0.82 3.33
H -1.12 -2.85 4.26
H 1.16 -2.96 5.43
H 2.70 -1.07 5.19
H 1.92 0.96 3.92
C 1.57 3.94 2.25
O 0.77 2.97 2.92
H 2.61 3.81 2.57
H 1.48 3.84 1.17
H 1.32 4.98 2.50
H 1.04 2.97 3.84
C -3.70 0.85 -2.09
O -3.53 1.35 -0.79
H -3.99 -0.21 -2.11
H -4.52 1.31 -2.64
H -2.76 0.95 -2.64
H -2.91 0.80 -0.28
C 2.88 2.88 -2.15
O 2.10 3.24 -1.04
H 3.76 2.35 -1.77
H 2.25 2.31 -2.84
H 3.26 3.72 -2.74
H 1.85 2.40 -0.62
C -1.09 3.60 -0.76
O -1.09 3.33 0.63
H -0.39 4.40 -0.98
H -0.77 2.70 -1.29
H -2.09 3.83 -1.14
H -1.29 4.13 1.13
C 4.41 1.90 1.39
O 3.49 1.08 2.11
H 5.40 1.75 1.83
H 4.33 1.64 0.34
H 4.18 2.96 1.50
H 2.63 1.10 1.64
C -5.26 -1.09 1.40
O -3.98 -1.69 1.38
H -5.73 -1.16 0.42
H -5.83 -1.71 2.09
H -5.25 -0.06 1.77
H -3.31 -1.04 1.10
F 3.54 -5.22 1.13
C 2.35 -4.64 1.35
C 1.23 -5.42 1.14
C -0.03 -4.85 1.36
C -0.14 -3.62 2.02
C 1.01 -2.84 2.21
C 2.24 -3.35 1.84
H 1.30 -6.39 0.69
H -0.95 -5.36 1.12
H -1.11 -3.17 2.20
H 0.94 -1.86 2.65
H 3.20 -2.86 1.95